Molecular formula: C3H8N2O2
Method: DFT, ωB97M-V/def2-TZVPD

Calculated values
Kohn-Sham gap (spin up / spin down) = 8.43 / 8.38 eV
strongest force on any atom = 3.03 eV/A

```
15
Properties=species:S:1:pos:R:3:forces:R:3
C 0.9169 -1.1646 0.9826 0.26 0.57 2.96
C 0.3306 -2.3708 -2.2614 0.75 -1.11 -0.18
C -1.4389 2.6851 0.9556 1.52 -1.15 0.26
N 1.0541 -1.4234 -0.2218 -0.88 -1.23 -2.61
N 1.0191 2.7298 1.5972 0.16 -0.97 -0.40
O 0.0995 -2.3902 -0.8423 0.90 1.06 1.28
O -0.0127 3.3324 1.6010 -1.68 1.39 -0.10
H 0.2620 -1.5313 1.8017 -0.20 -0.33 -1.21
H 1.6458 -0.4411 1.4279 -0.44 -0.49 -0.93
H 0.9466 -1.4608 -2.3846 -0.07 -0.79 -0.74
H -0.6415 -2.2554 -2.7995 0.69 -0.15 0.55
H 0.8533 -3.3966 -2.6257 -1.02 2.51 0.86
H -1.0253 2.0100 0.1236 -1.09 1.05 1.36
H -2.1984 3.4451 0.7699 0.78 0.39 -0.73
H -1.8114 2.2317 1.8759 0.32 -0.76 -0.38
```
Positions in Å, forces in eV/Å.

---

Molecular formula: C3H4N3
Method: DFT, ωB97M-V/def2-TZVPD

Calculated values
charge = +1
Kohn-Sham gap = 7.47 eV
strongest force on any atom = 3.86 eV/A

```
10
Properties=species:S:1:pos:R:3:forces:R:3
C -0.6934 1.1454 0.1056 -2.39 -2.92 -0.80
C 0.1139 0.1016 -0.0693 2.08 1.45 -0.68
C 1.3918 -0.5253 -0.1061 -1.00 -1.00 -0.52
N -2.0748 0.7953 -0.0286 -0.08 3.61 0.73
N -1.3984 -1.3687 -0.1463 -1.47 -0.14 -0.16
N -2.0013 -0.3961 -0.1010 1.84 -3.02 -0.38
H -0.3091 2.0865 0.3101 0.44 1.83 0.26
H 1.1170 -1.3949 0.5677 1.50 0.19 -0.62
H 1.8564 0.2184 0.5582 0.59 -0.02 0.41
H 1.9979 -0.6622 -1.0903 -1.51 0.01 1.75
```
Positions in Å, forces in eV/Å.

---

Molecular formula: C8H24B2CsO4S2
Method: DFT, ωB97M-V/def2-TZVPD

Calculated values
charge = -1
Kohn-Sham gap = 4.90 eV
strongest force on any atom = 4.83 eV/A

```
41
Properties=species:S:1:pos:R:3:forces:R:3
Cs -11.9443 -5.3962 2.0303 -0.16 0.20 0.44
B -17.5537 -6.4667 3.9527 -0.08 0.04 -0.20
H -18.1282 -6.5901 4.8577 -2.95 0.05 3.40
H -17.9342 -7.0874 3.1563 -1.37 -2.71 -3.20
H -17.3900 -5.4656 3.5851 0.22 4.30 -1.29
H -16.6031 -6.7711 4.3624 4.39 -1.68 1.11
B -9.6652 -2.4090 6.1221 -0.03 -0.01 0.05
H -9.1344 -3.0644 5.4491 2.25 -3.04 -2.62
H -9.7944 -2.7499 7.1377 -0.23 -1.75 4.00
H -9.1524 -1.4600 6.1443 2.16 3.89 0.05
H -10.6597 -2.2249 5.7461 -4.22 0.73 -1.78
C -3.5427 -10.6713 -1.8937 -0.75 0.38 1.20
C -3.3668 -9.9646 -3.3107 -1.40 -1.91 2.55
C -4.5210 -8.9830 -3.4043 0.71 0.65 -0.71
S -6.0104 -9.5453 -2.4136 -1.21 1.11 -2.11
O -7.0550 -9.9858 -3.4279 2.75 0.60 3.03
O -6.3676 -8.5183 -1.4194 0.39 -1.28 -1.35
C -5.0964 -10.8510 -1.5140 0.34 0.07 -2.47
H -2.9984 -10.1255 -1.1230 -0.20 0.12 0.08
H -3.1981 -11.7041 -1.8423 0.47 0.17 -0.36
H -3.5213 -10.8271 -3.9590 0.30 0.51 -0.77
H -2.3873 -9.4950 -3.4007 -0.16 -0.21 -0.12
H -4.6122 -8.8250 -4.4789 -1.36 -0.10 0.05
H -4.2103 -7.9960 -3.0617 -0.25 -0.08 0.64
H -5.3620 -11.7342 -2.0951 -0.36 -0.25 0.28
H -5.5367 -10.9185 -0.5192 0.70 0.22 0.08
C -19.1145 -4.7945 -4.0734 -0.83 1.44 -1.23
C -17.8328 -5.4387 -4.6209 -0.19 -1.54 0.25
C -16.7549 -4.4090 -4.9891 -1.83 1.09 -0.26
S -16.9962 -3.0553 -3.8026 -0.27 0.37 -0.78
O -17.0300 -1.7483 -4.4707 -0.19 -1.46 0.92
O -15.9500 -3.3465 -2.8330 -0.98 0.62 0.19
C -18.7250 -3.6743 -3.1822 2.34 -0.22 2.12
H -19.8650 -5.4452 -3.6248 0.65 -0.48 0.41
H -19.7562 -4.2779 -4.7872 0.33 -0.35 -1.14
H -18.1094 -6.0854 -5.4537 0.23 0.22 -0.32
H -17.5141 -6.1623 -3.8706 0.39 0.21 0.24
H -17.0776 -4.0085 -5.9502 0.39 0.18 -0.16
H -15.6761 -4.5620 -4.9624 -0.35 -0.68 0.06
H -19.4977 -2.9947 -2.8226 0.37 0.49 -0.71
H -18.3234 -4.1385 -2.2815 -0.01 0.11 0.45
```
Positions in Å, forces in eV/Å.